# C32H28CdN10O2Se

A structure of composition C32H28CdN10O2Se at a distorted geometry (ωB97M-V with the def2-TZVPD basis set, the OMol25 dataset).

Calculated values
- total energy (eV) = -122544.5322
- orbital gap (eV) = 6.086
- energy above the lowest of the compared OMol25 structures with the same formula, charge and spin (eV) = 0.027
- highest occupied orbital energy (eV) = -6.886

Positions of all 74 atoms, in Å:
Cd: 0.315706 0.389605 0.574008
O: 0.026786 2.173849 2.205040
C: -0.806089 2.140295 3.174624
C: -1.617035 3.288596 3.500380
C: -2.455946 3.362306 4.578759
C: -2.597313 2.248456 5.433991
C: -1.834405 1.114798 5.145160
C: -0.967384 0.997449 4.046620
C: -0.093542 -0.153833 3.916680
N: 0.419637 -0.581120 2.841242
C: 1.443695 -1.577875 2.924253
C: 2.658034 -1.168888 2.119178
N: 2.180547 -0.948798 0.756737
C: 2.623377 -1.676471 -0.179566
C: 2.048210 -1.929222 -1.499114
C: 2.901195 -2.628928 -2.377340
C: 2.465384 -3.041842 -3.623517
C: 1.140503 -2.774887 -3.954050
C: 0.281116 -2.120802 -3.119192
C: 0.676278 -1.684514 -1.836923
O: -0.140470 -1.048087 -1.036404
H: -1.453961 4.168583 2.884076
H: -2.954243 4.323296 4.782475
H: -3.187474 2.296911 6.313084
H: -1.940199 0.244504 5.807504
H: 0.128404 -0.703688 4.831480
H: 1.083220 -2.541832 2.480271
H: 1.753812 -1.764236 3.949164
H: 3.407456 -1.948770 2.052801
H: 3.098110 -0.227743 2.483241
H: 3.459414 -2.340594 -0.019955
H: 3.881316 -2.837107 -2.040272
H: 3.039020 -3.568823 -4.353301
H: 0.772816 -3.127679 -4.910129
H: -0.736453 -1.925729 -3.423124
N: -1.187898 4.230290 -0.451105
C: 0.064993 4.582617 -0.851792
C: 0.758528 3.419973 -0.968333
N: -0.054385 2.379687 -0.695815
C: -1.236732 2.875738 -0.361188
C: -2.290656 2.074762 0.223322
N: -2.166016 0.798362 0.533389
C: -3.245475 0.430765 1.265761
C: -4.029076 1.506832 1.467058
N: -3.474007 2.545157 0.754371
H: -1.878298 4.876579 -0.164853
H: 0.325271 5.616301 -0.986606
H: 1.802168 3.286135 -1.244991
H: -3.366830 -0.583466 1.557265
H: -5.011488 1.641606 1.866274
H: -3.792457 3.469130 0.877650
Se: 5.562632 1.869970 -3.104513
N: 4.799943 1.297013 -4.630458
C: 3.539284 1.087469 -4.269464
C: 2.504010 0.735550 -5.178234
C: 1.266161 0.647878 -4.693457
C: 0.976383 0.838262 -3.291773
N: 1.894060 1.146692 -2.420951
C: 3.148439 1.301918 -2.879219
N: 4.138634 1.676979 -2.083661
H: 2.711726 0.633080 -6.239666
H: 0.402858 0.415270 -5.303431
H: -0.006948 0.705952 -2.872606
C: -1.235288 -4.129823 -0.890968
C: -2.197240 -3.196950 -1.199680
C: -2.985845 -2.676333 -0.164892
N: -2.887886 -2.980354 1.137949
C: -1.896334 -3.854062 1.413617
C: -1.086190 -4.451808 0.453433
H: -0.620485 -4.589316 -1.636877
H: -2.373735 -2.863109 -2.234780
H: -3.822184 -2.002983 -0.450675
H: -1.715666 -4.034042 2.475414
H: -0.353490 -5.154901 0.816603

Forces on atoms 1 to 2 (eV/Å):
Cd -0.342 0.136 0.445
O -0.116 -0.032 -0.416